{
  "formula": "C48H96O48",
  "method": "ωB97M-V with the def2-TZVPD basis set",
  "elements": ["C", "O", "C", "O", "O", "C", "H", "H", "H", "H", "H", "H", "C", "O", "C", "O", "O", "C", "H", "H", "H", "H", "H", "H", "C", "O", "C", "O", "O", "C", "H", "H", "H", "H", "H", "H", "C", "O", "C", "O", "O", "C", "H", "H", "H", "H", "H", "H", "C", "O", "C", "O", "O", "C", "H", "H", "H", "H", "H", "H", "C", "O", "C", "O", "O", "C", "H", "H", "H", "H", "H", "H", "C", "O", "C", "O", "O", "C", "H", "H", "H", "H", "H", "H", "C", "O", "C", "O", "O", "C", "H", "H", "H", "H", "H", "H", "C", "O", "C", "O", "O", "C", "H", "H", "H", "H", "H", "H", "C", "O", "C", "O", "O", "C", "H", "H", "H", "H", "H", "H", "C", "O", "C", "O", "O", "C", "H", "H", "H", "H", "H", "H", "C", "O", "C", "O", "O", "C", "H", "H", "H", "H", "H", "H", "C", "O", "C", "O", "O", "C", "H", "H", "H", "H", "H", "H", "C", "O", "C", "O", "O", "C", "H", "H", "H", "H", "H", "H", "C", "O", "C", "O", "O", "C", "H", "H", "H", "H", "H", "H", "C", "O", "C", "O", "O", "C", "H", "H", "H", "H", "H", "H"],
  "coordinates": [[-0.523306, -3.812934, -3.684815], [-0.697110, -2.437550, -4.038153], [-1.952504, -1.856104, -3.944883], [-2.864776, -2.368093, -3.235527], [-2.079091, -0.716248, -4.555364], [-1.027274, -0.027206, -5.189008], [-0.947329, -4.428646, -4.478036], [-0.950476, -4.050004, -2.710429], [0.551399, -3.974184, -3.600523], [-0.151833, -0.078102, -4.541617], [-1.270015, 1.027403, -5.319307], [-0.849254, -0.503960, -6.152906], [-3.310943, 2.047127, -2.585714], [-4.493487, 2.872717, -2.461737], [-5.585929, 2.453365, -1.799000], [-5.795483, 1.248564, -1.403682], [-6.338253, 3.506184, -1.727009], [-7.700196, 3.460369, -1.287005], [-2.994057, 1.957710, -1.546628], [-2.584464, 2.548236, -3.225418], [-3.559636, 1.048022, -2.943536], [-7.946779, 4.382551, -0.760823], [-7.916182, 2.613069, -0.636215], [-8.429466, 3.561262, -2.090796], [-3.386723, -1.762599, 5.254359], [-4.530142, -0.801938, 5.369582], [-5.822231, -1.029246, 4.854169], [-6.729858, -0.201916, 4.904685], [-5.911408, -2.249319, 4.325147], [-7.229144, -2.688484, 4.020270], [-3.022974, -1.615579, 4.237418], [-3.767008, -2.780179, 5.343933], [-2.573776, -1.647816, 5.971332], [-7.718634, -2.022109, 3.310018], [-7.860727, -2.919487, 4.878082], [-7.116835, -3.605195, 3.441377], [2.663299, -2.424630, 1.584091], [2.953421, -1.302436, 2.374700], [3.785639, -1.429335, 3.423863], [4.286022, -2.472052, 3.866655], [3.779248, -0.221318, 4.106243], [4.530581, -0.063310, 5.270029], [2.440900, -3.273343, 2.230864], [3.474551, -2.637137, 0.887803], [1.869104, -2.081403, 0.921097], [5.577408, -0.144159, 4.977225], [4.338186, -0.804132, 6.046084], [4.349750, 0.928885, 5.683485], [3.956244, 3.015157, -4.041708], [4.238403, 4.316799, -3.521500], [5.177568, 4.558488, -2.621877], [5.780162, 3.662610, -2.051371], [5.411799, 5.839603, -2.474848], [6.269327, 6.339558, -1.519185], [4.605588, 2.791591, -4.888146], [3.014086, 2.936709, -4.584197], [3.960435, 2.246443, -3.268946], [7.290474, 6.161084, -1.856085], [6.252708, 5.864914, -0.538101], [6.251856, 7.426314, -1.436907], [0.618262, -0.088909, 7.091288], [0.067074, 1.147585, 6.688926], [-0.871275, 1.343140, 5.729613], [-1.404764, 0.458720, 5.068726], [-1.166598, 2.643124, 5.552323], [-1.961085, 3.041744, 4.432688], [1.192628, 0.036422, 8.009165], [1.151585, -0.620847, 6.303436], [-0.255146, -0.733060, 7.192914], [-1.422546, 2.788433, 3.519500], [-2.079877, 4.124812, 4.463681], [-3.009194, 2.806118, 4.617186], [1.436774, -6.290046, 2.021296], [1.588150, -6.141379, 0.538250], [1.121035, -5.119896, -0.189568], [1.354617, -5.020947, -1.351634], [0.349776, -4.398238, 0.523701], [-0.421315, -3.387383, -0.051504], [1.739986, -5.386726, 2.550615], [1.929970, -7.213032, 2.326168], [0.405973, -6.340566, 2.371983], [-0.834494, -2.643913, 0.630130], [-1.243030, -3.842933, -0.604098], [0.169154, -2.694080, -0.650489], [1.701636, 2.719911, 2.194004], [2.277668, 3.803119, 2.910333], [1.504012, 4.755634, 3.417869], [0.274966, 4.814272, 3.321337], [2.386054, 5.708475, 3.857049], [1.834548, 7.022964, 4.181885], [1.157521, 3.098410, 1.328691], [1.007484, 2.086499, 2.746312], [2.584787, 2.089747, 2.088933], [2.715085, 7.607794, 4.447856], [1.221939, 6.804673, 5.056626], [1.221220, 7.388483, 3.358284], [3.191050, -1.862839, -2.428775], [3.973518, -2.630433, -1.596597], [5.087099, -3.248999, -2.088936], [5.555531, -3.084578, -3.215601], [5.564140, -4.118521, -1.127120], [6.678499, -4.944793, -1.470485], [3.846758, -1.363827, -3.142311], [2.534220, -1.114443, -1.985413], [2.554532, -2.516295, -3.025384], [7.471201, -4.326805, -1.892164], [6.402831, -5.687038, -2.219605], [7.031667, -5.416062, -0.553271], [-4.184324, -1.785401, 0.132294], [-3.859292, -2.574911, 1.207680], [-4.192034, -3.852719, 1.157026], [-4.645865, -4.467585, 0.201562], [-3.955462, -4.299650, 2.339894], [-4.367999, -5.604685, 2.707461], [-3.946317, -2.232501, -0.832873], [-3.693419, -0.813886, 0.189558], [-5.236614, -1.502291, 0.157629], [-4.104986, -5.740094, 3.756556], [-3.824962, -6.386880, 2.177013], [-5.442640, -5.757749, 2.608414], [0.793428, 1.603458, -1.933731], [-0.193910, 1.708141, -0.888284], [-0.335463, 0.736259, 0.053997], [0.459703, -0.205611, 0.262200], [-1.441785, 0.940934, 0.713225], [-1.790459, 0.168028, 1.780365], [1.815971, 1.613347, -1.556344], [0.690668, 2.440410, -2.624413], [0.651166, 0.740786, -2.584625], [-2.768724, 0.430987, 2.182803], [-1.140572, 0.419550, 2.618499], [-1.658979, -0.902669, 1.624115], [-6.028322, 5.680063, 2.854449], [-6.376123, 4.570284, 2.027342], [-5.639700, 3.406371, 2.175548], [-4.520063, 3.345235, 2.739241], [-6.390458, 2.373065, 1.635259], [-5.829876, 1.060747, 1.729756], [-6.003901, 5.335793, 3.888367], [-6.813475, 6.403237, 2.633888], [-5.094958, 6.145385, 2.537587], [-6.551422, 0.253949, 1.858405], [-5.260353, 0.963491, 2.654031], [-5.135788, 0.777478, 0.938483], [2.115463, -2.277288, -7.025015], [2.195598, -1.520648, -5.877004], [2.238365, -0.214181, -5.881254], [2.368595, 0.519169, -4.882928], [2.199294, 0.310907, -7.133661], [2.352073, 1.682061, -7.346096], [2.934584, -2.119672, -7.726660], [1.229081, -2.038153, -7.612594], [2.092493, -3.350615, -6.836453], [3.248851, 2.028489, -6.832389], [1.511297, 2.133260, -6.819212], [2.428777, 1.917634, -8.407570], [1.176189, -6.484783, 5.885736], [0.675499, -5.621742, 4.878210], [0.694590, -4.337976, 5.005108], [1.199593, -3.735199, 5.999650], [0.027380, -3.837161, 3.951874], [-0.254869, -2.451327, 3.832214], [1.148083, -7.490446, 5.466264], [0.577414, -6.522059, 6.795783], [2.157635, -6.101093, 6.164379], [-0.934840, -2.228555, 3.009964], [0.736818, -2.056715, 3.611016], [-0.551593, -1.866194, 4.702664], [6.666299, 0.550146, -3.890598], [5.501139, 0.505143, -3.059431], [5.677688, 0.682421, -1.802324], [6.775176, 0.791293, -1.166340], [4.458540, 0.689189, -1.254132], [4.321938, 0.553839, 0.124285], [6.263825, 1.066834, -4.761895], [7.104092, -0.418244, -4.132780], [7.421390, 1.248433, -3.529578], [4.540316, 1.526309, 0.565533], [5.100859, -0.067843, 0.565752], [3.352402, 0.161649, 0.431324], [0.640604, 4.352280, -5.195933], [-0.431107, 3.437506, -5.551841], [-1.179316, 3.656467, -6.680701], [-1.117933, 4.676908, -7.384537], [-1.926772, 2.646131, -6.902184], [-2.901055, 2.609081, -7.982645], [1.277694, 4.641852, -6.031622], [0.958477, 3.859425, -4.277162], [0.145360, 5.252226, -4.831337], [-3.270776, 1.630501, -8.288892], [-2.535546, 3.071218, -8.899659], [-3.796836, 3.111083, -7.617022]],
  "forces_ev_per_angstrom": [[-0.03, -0.08, 0.27], [-1.21, 1.61, -0.65], [-0.98, -3.61, 3.44], [2.80, 1.79, -2.67], [-1.35, 0.57, 0.19], [1.17, -0.15, 0.05], [-0.04, -0.11, 0.17], [-0.20, 0.10, -0.30], [-0.12, 0.10, -0.15], [0.20, -0.08, -0.32], [-0.45, -0.35, 0.06], [0.28, 0.16, -0.06], [-1.04, -0.47, 1.34], [-0.04, 0.02, -0.44], [0.88, -4.87, 0.25], [0.63, 4.80, -1.31], [-1.55, 0.96, 0.30], [-0.75, 0.29, 0.56], [0.80, -0.20, -0.22], [-0.31, 0.13, 0.16], [-0.04, 0.09, -0.21], [0.81, -0.02, 0.49], [0.22, -0.01, -0.24], [0.49, -0.79, -0.65], [-1.79, -0.30, -1.29], [-1.09, -0.10, -0.07], [0.91, 1.31, 0.98], [2.32, -1.75, 0.03], [-0.08, -0.08, 0.41], [-0.39, -0.59, -1.35], [0.25, -0.16, 0.19], [-0.08, 0.04, -0.04], [-0.65, 0.90, 0.17], [-0.09, 0.38, 0.45], [0.27, 0.44, 0.18], [0.29, -0.17, 0.25], [0.24, -0.40, -0.89], [1.19, 1.39, 1.38], [-0.32, -1.32, 2.48], [-0.83, 2.58, -1.54], [-1.18, -1.06, -2.21], [1.35, -0.35, 0.49], [-0.19, -0.05, -0.34], [0.35, -0.28, 0.33], [-0.40, -0.30, 0.46], [0.21, 0.07, 0.37], [-0.25, -0.19, -0.20], [-0.19, -0.04, -0.32], [0.27, -0.66, -0.12], [-1.23, 1.46, -0.92], [1.39, -2.98, 0.73], [-0.34, 0.88, -0.12], [-2.27, 0.89, -1.28], [2.76, -0.10, 0.92], [0.86, -0.11, 0.48], [-0.46, 0.91, 0.77], [0.25, 0.17, -0.20], [0.24, -0.21, -0.09], [-0.70, -0.06, -0.06], [-0.94, -0.14, -0.16], [-1.72, -1.37, -1.02], [-0.28, 2.74, -0.69], [-0.55, -0.94, -0.97], [0.96, 0.48, 0.84], [1.45, -0.53, 1.54], [-0.64, 0.67, 0.46], [-0.22, 0.17, -0.29], [0.59, 0.53, -0.11], [0.13, -0.41, 0.84], [-0.77, -0.30, -0.08], [0.96, 0.13, 0.16], [0.20, -1.24, -0.71], [-0.86, 1.00, -0.93], [0.77, -1.10, 1.45], [0.77, -2.18, 0.15], [0.31, 0.34, -1.12], [-1.59, 1.85, 2.86], [-0.56, 1.39, -1.20], [0.81, -0.21, -0.30], [0.33, 0.39, -0.38], [-0.34, -0.30, -0.74], [0.04, -0.87, 0.94], [0.05, 0.19, -0.18], [0.23, -0.53, -0.66], [0.08, -0.49, 0.47], [-0.18, 0.07, 0.85], [-0.89, 1.15, -1.19], [2.57, 0.12, 0.68], [-1.14, -0.33, -0.45], [-0.08, -1.84, 0.55], [0.47, -0.23, -0.34], [-0.21, 0.40, 0.57], [-0.30, -0.04, -1.04], [-0.35, 0.16, -0.24], [-0.20, 0.76, 0.04], [0.25, 0.18, 0.09], [-0.38, 0.60, -2.97], [1.98, -1.66, 2.03], [0.16, -0.26, -0.98], [-0.82, -0.39, 2.39], [-1.14, 1.39, -0.87], [0.27, 0.48, -0.52], [-0.23, 0.29, -0.02], [0.49, -0.28, 0.88], [-0.17, -0.16, -0.01], [0.06, -0.04, 0.04], [-0.12, -0.04, 0.12], [-0.27, 0.09, -0.08], [-0.83, 1.57, -1.99], [0.80, 0.12, 0.94], [-1.10, -0.52, -2.50], [0.55, 0.83, 1.25], [0.40, -1.13, 2.37], [0.16, -0.77, 0.32], [-0.03, -0.12, 0.06], [0.49, -0.28, 0.26], [-0.26, -0.38, -0.14], [-0.03, 0.35, -0.01], [-0.10, 0.19, -0.39], [0.04, 0.18, -0.27], [0.34, -0.37, -0.15], [-0.37, -0.47, 0.40], [2.71, -1.88, -0.66], [-1.76, 2.29, -0.66], [-0.57, 1.93, -2.10], [0.57, -1.16, 2.92], [-0.09, -0.16, 0.22], [-0.37, 0.31, 0.55], [-0.08, -0.37, 0.46], [-0.20, -0.02, -0.73], [0.25, -0.12, 0.15], [-0.36, 0.09, -0.38], [0.07, -0.02, -0.42], [0.75, -2.36, -0.31], [1.33, 0.21, 1.11], [-3.84, -0.06, -2.01], [1.13, 1.38, 0.52], [1.33, -0.82, 1.20], [0.05, 0.42, 0.01], [-0.06, -0.10, 0.45], [0.21, -0.30, 0.19], [-0.75, 0.68, -0.51], [0.15, 0.40, 0.17], [-0.39, 0.60, -0.37], [-0.33, -0.81, -2.68], [0.07, 0.29, 2.05], [0.92, 3.39, 0.75], [-0.56, -2.22, -2.01], [0.00, -2.52, -0.31], [0.03, 0.93, 1.47], [0.33, 0.26, 0.30], [-0.25, 0.07, 0.19], [-0.01, 0.28, 0.76], [0.15, 0.07, -0.12], [-0.08, 0.63, -0.49], [-0.33, -0.35, 0.16], [0.56, 0.25, 0.53], [-0.75, -1.85, -0.82], [0.79, 3.19, 3.40], [-1.72, -1.35, -3.51], [-0.62, -0.83, 0.71], [1.99, 1.29, 0.02], [0.41, 0.24, -0.12], [-0.34, 0.46, -0.14], [0.16, -0.54, 0.01], [0.09, -0.73, 0.12], [-0.17, 0.75, -0.45], [-0.37, -0.81, 0.42], [-0.11, 1.33, -0.83], [0.75, -0.51, -1.71], [3.45, 0.33, 4.48], [-3.95, -0.53, -2.32], [-0.37, -0.38, -1.02], [1.13, 0.58, 1.72], [0.22, -0.53, -0.47], [-0.39, -0.04, 0.29], [-0.05, -0.33, 0.58], [-0.47, 0.18, 0.25], [0.03, -0.40, -0.31], [-0.07, 0.22, -0.57], [-2.24, 0.39, 0.68], [-0.67, -0.46, -1.48], [1.94, 4.20, -0.88], [0.11, -2.01, 1.62], [-1.62, -3.09, -0.43], [-0.47, 1.08, -0.14], [0.31, -0.62, 0.30], [1.17, 0.15, -0.59], [0.13, 0.32, -0.22], [0.91, -0.52, 0.86], [0.21, 0.33, 0.37], [0.17, 0.36, -0.13]],
  "mulliken_charge": [-0.48, -0.12, 0.71, -0.70, -0.33, 0.54, 0.38, 0.07, 0.16, -0.36, -0.25, 0.42, -0.01, -0.43, 0.86, -0.64, -0.36, -0.61, -0.03, 0.03, 0.36, 0.23, 0.27, 0.33, -0.08, -0.42, 0.66, -0.58, -0.15, -0.76, -0.07, 0.40, 0.16, 0.33, 0.33, 0.18, -0.94, 0.32, 0.39, -0.63, 0.02, -0.85, 0.39, 0.73, -0.28, 0.33, 0.31, 0.24, 0.62, -0.31, 0.83, -0.54, -0.39, -0.69, 0.16, -0.52, -0.14, 0.30, 0.30, 0.26, -0.41, -0.41, 0.45, 0.04, -0.47, -0.44, 0.30, 0.07, 0.27, -0.05, 0.35, 0.44, -0.43, -0.48, 0.59, -0.52, 0.30, 0.58, 0.04, 0.31, 0.31, -1.21, 0.60, -0.13, -0.03, -0.44, 0.75, -0.55, -0.35, -0.66, 0.45, -0.13, 0.12, 0.23, 0.30, 0.28, -1.52, 0.49, 0.38, -0.58, -0.10, -0.76, 0.41, 0.22, 0.48, 0.29, 0.29, 0.22, -0.77, 0.44, 0.32, -0.63, 0.14, -0.92, 0.53, -0.17, 0.40, 0.26, 0.31, 0.32, 1.02, -0.64, 0.59, 0.07, -0.55, 0.96, 0.11, -0.45, -0.23, -0.01, -0.05, -0.94, -0.67, -0.30, 0.53, -0.44, -0.26, -0.12, 0.30, 0.22, 0.28, 0.24, 0.14, -0.02, -0.93, 0.09, 0.01, 0.42, -0.45, -0.22, 0.35, 0.32, 0.23, 0.17, -0.13, 0.29, -0.79, -0.19, 0.57, -0.66, 0.19, 0.76, 0.25, 0.29, 0.34, -0.72, -0.43, 0.14, -1.07, 0.44, 0.20, -0.65, 0.64, -1.24, 0.29, 0.25, 0.36, 0.62, 0.55, -0.17, -0.47, 0.08, 0.55, -0.65, -0.19, -0.83, 0.32, -0.16, 0.41, 0.29, 0.34, 0.33],
  "energy_ev": -149606.6407,
  "fmax_ha_per_bohr": 0.1102,
  "gap_ha": 0.3842
}